Below is a molecular structure, C56H48ClF9GeMgN3O2P2Se, with properties calculated with ωB97M-V/def2-TZVPD.

XYZ file:
```
124
Properties=species:S:1:pos:R:3
Mg -0.708 0.251 0.073
O 0.283 2.256 3.567
C 0.162 1.528 2.603
N -0.785 1.561 1.628
C -1.936 2.266 1.797
O -2.417 2.704 2.819
C -2.695 2.423 0.487
C -3.780 3.285 0.447
C -4.444 3.466 -0.755
C -3.997 2.777 -1.872
C -2.923 1.916 -1.736
N -2.280 1.729 -0.581
C 1.171 0.416 2.390
C 2.204 0.263 3.299
C 3.075 -0.803 3.147
C 2.873 -1.683 2.097
C 1.818 -1.449 1.231
N 0.984 -0.419 1.359
H -4.067 3.787 1.359
H -5.292 4.134 -0.820
H -4.472 2.894 -2.835
H -2.565 1.343 -2.582
H 2.284 0.973 4.110
H 3.890 -0.950 3.843
H 3.515 -2.536 1.937
H 1.641 -2.116 0.396
Cl -2.208 -1.299 -1.884
C -1.258 -1.742 -3.296
C -1.886 -2.565 -4.218
C -1.196 -2.928 -5.361
C 0.099 -2.471 -5.567
C 0.702 -1.661 -4.624
C 0.036 -1.275 -3.457
P 0.872 -0.239 -2.208
C 1.325 1.260 -3.123
C 2.374 1.296 -4.041
C 2.609 2.440 -4.786
C 1.793 3.553 -4.626
C 0.758 3.531 -3.704
C 0.531 2.390 -2.948
C 2.416 -1.159 -1.957
C 2.443 -2.552 -2.040
C 3.583 -3.251 -1.675
C 4.705 -2.568 -1.225
C 4.686 -1.184 -1.146
C 3.546 -0.483 -1.507
H -2.893 -2.910 -4.034
H -1.672 -3.568 -6.090
H 0.638 -2.750 -6.461
H 1.718 -1.328 -4.785
H 3.020 0.436 -4.170
H 3.427 2.462 -5.493
H 1.975 4.442 -5.215
H 0.134 4.403 -3.561
H -0.264 2.390 -2.211
H 1.576 -3.096 -2.394
H 3.597 -4.330 -1.752
H 5.595 -3.116 -0.944
H 5.558 -0.644 -0.803
H 3.540 0.595 -1.430
F -8.612 0.919 1.826
C -7.513 1.693 1.867
F -7.602 2.457 2.963
F -7.569 2.513 0.797
C -6.257 0.864 1.850
C -5.610 0.544 3.031
C -4.455 -0.226 3.000
C -3.936 -0.664 1.788
C -4.616 -0.354 0.607
C -5.774 0.395 0.634
P -2.309 -1.464 1.609
C -1.670 -1.719 3.285
C -1.394 -0.585 4.057
C -0.771 -0.709 5.283
C -0.417 -1.972 5.747
C -0.707 -3.103 5.003
C -1.335 -2.977 3.772
C 0.325 -2.079 7.051
F 0.358 -3.336 7.518
F 1.605 -1.674 6.906
F -0.224 -1.306 8.001
C -2.641 -3.115 0.939
C -1.565 -3.788 0.360
C -1.748 -5.017 -0.245
C -3.022 -5.571 -0.289
C -4.098 -4.915 0.286
C -3.906 -3.687 0.902
C -3.222 -6.916 -0.937
F -3.047 -7.912 -0.051
F -2.348 -7.117 -1.940
F -4.456 -7.046 -1.447
H -5.991 0.906 3.976
H -3.960 -0.461 3.932
H -4.241 -0.696 -0.347
H -6.287 0.639 -0.286
H -1.674 0.405 3.713
H -0.556 0.175 5.868
H -0.446 -4.082 5.381
H -1.551 -3.867 3.196
H -0.576 -3.340 0.369
H -0.915 -5.535 -0.699
H -5.085 -5.354 0.246
H -4.751 -3.171 1.339
C 6.226 3.416 0.403
Ge 5.413 3.750 -1.341
C 5.961 2.384 -2.634
C 5.943 5.501 -2.026
C 3.440 3.755 -1.180
Se 2.681 2.588 0.195
C 2.497 3.948 1.572
H 7.286 3.192 0.291
H 5.741 2.578 0.902
H 6.135 4.293 1.045
H 7.047 2.295 -2.647
H 5.634 2.668 -3.635
H 5.547 1.401 -2.415
H 7.015 5.542 -2.216
H 5.697 6.284 -1.309
H 5.427 5.719 -2.961
H 2.973 3.497 -2.131
H 3.107 4.765 -0.935
H 3.478 4.347 1.820
H 2.055 3.494 2.456
H 1.844 4.738 1.209
```

As for the HOMO energy: -10.1 eV. The net charge is +1. The total energy is -9197.73579 Eh. The molar mass comes out at 1239.3 g mol⁻¹. The spin multiplicity is 1. The maximum force is 0.0073 Eh/bohr.